Record 1
Formula: C9H28CdNO6
Source: the OMol25 dataset
Level of theory: ωB97M-V/def2-TZVPD

Structure (XYZ):
```
45
Properties=species:S:1:pos:R:3
H 5.9417 -16.6441 22.4885
H 11.3120 -16.2408 23.6418
C 7.6944 -15.9406 21.6056
H 6.1510 -14.4779 21.6677
H 9.1070 -18.8412 21.0501
H 13.2236 -14.1690 19.3551
H 9.2200 -17.3875 24.3765
C 7.1380 -16.5522 20.2664
O 10.5168 -13.0676 19.1758
H 11.7604 -14.7208 23.2176
H 7.6200 -16.1072 19.3959
H 13.1133 -14.0846 22.9794
H 9.3222 -18.9940 23.6470
C 8.9962 -17.9673 23.4810
H 10.2503 -13.3736 18.3089
H 6.0561 -16.4199 20.2612
Cd 11.3272 -13.4031 20.9686
H 9.2325 -11.6639 21.8319
H 13.0442 -11.0981 20.3612
H 12.9369 -15.5105 19.9956
H 7.4933 -14.0704 20.5259
H 10.6234 -18.0876 20.3362
H 6.9595 -18.3743 23.9826
C 9.8458 -17.4008 22.2582
H 7.4391 -17.5998 20.2755
O 12.1994 -14.0479 22.6973
H 7.6367 -13.7986 22.2891
H 7.4152 -18.7335 22.3108
O 12.7957 -14.5708 20.1112
H 11.8033 -17.9023 23.3091
H 10.1230 -12.4189 22.7957
O 12.9300 -11.9006 20.8703
H 11.8578 -16.7634 22.1251
C 7.5378 -18.0228 23.1281
H 7.1309 -15.9916 23.6538
O 9.9500 -15.2889 20.9782
H 13.7248 -11.9639 21.4000
C 10.1123 -18.4581 21.2248
C 7.2297 -14.4478 21.5139
N 9.1980 -16.0903 21.8517
O 10.0185 -12.2090 21.8676
H 10.1378 -12.1916 19.2482
H 10.7298 -19.2747 21.5989
C 11.2039 -17.0693 22.9418
C 6.9984 -16.5854 22.7494
```

Its spin multiplicity is 1. The largest force on an atom comes out at 3.6 eV/A. The calculation puts the HOMO-LUMO gap at 0.1716 Eh. Its charge is +1. The total energy is -28116.474 eV.


Record 2
Formula: C9H28O5
Source: the OMol25 dataset
Level of theory: ωB97M-V/def2-TZVPD

Structure (XYZ):
```
42
Properties=species:S:1:pos:R:3
H 0.4333 -1.9693 -1.5590
H 0.0798 -3.8235 0.4438
H -0.6074 5.6159 -0.3250
H -1.3055 -2.3283 -1.6401
H 1.4443 3.2382 1.7894
C 1.7024 -4.3970 1.7637
H 2.3290 5.0957 0.2391
O -4.2740 -1.5984 -1.3078
O -2.4224 2.4878 0.0397
H -0.6661 -1.3253 -0.3565
H 0.8079 6.5109 -0.9414
H 0.2422 1.6326 -2.4618
H -0.4455 -4.1757 2.0974
H 0.4928 4.8457 -1.4802
O 1.9231 -4.2911 3.1678
H -3.0140 1.9089 0.5266
H -0.6595 -0.4231 -3.3116
H 1.2411 2.9326 0.0678
H 0.0646 1.1114 -0.8006
H 1.6537 -5.8887 0.2126
H -0.1259 3.4640 1.0319
H 0.9950 -6.4581 1.7714
C 0.2883 0.7593 -1.8092
H -2.6756 -0.4079 -1.9829
O 1.0802 5.8280 1.6941
H 0.4156 -2.6928 1.7599
H 1.5736 6.6419 1.5605
H 2.7421 -6.2970 1.4931
C 1.2701 5.0084 0.5315
H -2.3800 2.0861 -0.8385
C -0.5676 -1.5525 -1.4215
C -0.7238 -0.2875 -2.2292
H 2.7764 -4.6944 3.3558
C 0.3601 -3.7517 1.4949
H -3.9059 -1.8737 -0.4629
H -5.0236 -1.0407 -1.0811
C 1.7631 -5.8462 1.3019
C 0.4350 5.5344 -0.6355
O -2.0219 0.3034 -1.9688
H 2.4597 -3.8158 1.2209
C 0.9516 3.5948 0.8860
H 1.2937 0.3389 -1.8362
```

Its SMILES is CC(C)O.CC(C)O.CC(C)O.O.O. Its spin multiplicity is 1. The largest force on an atom comes out at 1.2 eV/A. The calculation puts the HOMO-LUMO gap at 0.3734 Eh. The total energy is -20024.566 eV.


Record 3
Formula: C9H28O5
Source: the OMol25 dataset
Level of theory: ωB97M-V/def2-TZVPD

Structure (XYZ):
```
42
Properties=species:S:1:pos:R:3
H -4.7401 0.3663 1.7661
H -3.3353 0.0369 -0.0612
H -4.1870 1.9412 1.6441
H -3.4239 0.9305 2.8065
H -2.5192 2.3702 -0.0268
H -0.2903 0.5315 -1.4921
H 1.8399 3.1955 2.1346
H 2.9050 2.3591 0.0063
H 1.4371 -0.6793 1.1969
H 0.6119 -3.0736 -0.8643
H 1.4852 -1.2484 -1.1538
H 1.1807 0.7040 -2.4760
H -0.4282 0.1836 -3.1895
C -1.9640 1.4777 0.2618
H -0.1003 -1.2722 0.7655
O -0.5234 -1.8387 -1.4902
H 2.1908 -0.1956 2.7337
C 2.9754 1.6892 0.8633
H 1.7677 -2.9292 -2.5361
H -1.2927 1.1635 -0.5374
C 1.4141 0.0477 2.0087
O 1.3337 2.4024 2.3253
C -3.8071 0.9295 1.7860
H 0.4313 -0.1048 2.4546
O -0.4506 -0.6275 0.1507
H -0.5270 -1.1021 -0.6771
C -2.8241 0.4168 0.8234
O -1.9930 -0.4925 1.5210
H -1.2388 -0.6867 0.9598
H 0.8311 1.6814 0.5489
C 0.2600 0.1354 -2.3455
H 1.7221 -2.6350 0.0669
H 3.6398 2.0324 1.6564
H 3.3374 0.7816 0.3804
C 0.6964 -1.2640 -1.9059
H -0.9928 -1.9288 -2.3227
H -1.3143 1.7883 1.0801
H 1.8717 -1.3815 -3.5070
C 1.5358 1.4866 1.3574
O 0.7744 -2.7634 0.0266
H 0.4795 -2.3304 -3.7469
C 1.2309 -2.0976 -2.9924
```

Its spin multiplicity is 1. The largest force on an atom comes out at 8.3 eV/A. The calculation puts the HOMO-LUMO gap at 0.3109 Eh. The total energy is -20017.278 eV.


Record 4
Formula: C9H29AsF6O5
Source: the OMol25 dataset
Level of theory: ωB97M-V/def2-TZVPD

Structure (XYZ):
```
50
Properties=species:S:1:pos:R:3
C -0.5949 3.5900 1.5485
H 1.8541 2.1279 1.3333
C 0.2812 2.6193 2.3266
F 2.6074 0.5565 -1.0596
C 3.0527 -2.0501 -2.9204
H 1.2360 -1.0617 -2.4242
H -2.9247 -0.8402 1.4524
O -1.0595 -2.0090 1.7175
H -1.9062 -2.5550 -3.0115
F 3.1346 2.8388 -0.5190
F 0.8980 2.3873 -1.2877
H -4.6686 -2.5062 -0.7875
H -0.9590 -2.8415 2.1795
H 1.1385 -1.1246 -0.2252
C -2.4241 -1.0536 3.5727
H -0.3170 1.9944 2.9998
H -2.9601 -2.4018 1.9230
C -3.3922 -1.4391 -1.8524
F 4.1017 1.7863 -2.5997
H 3.4585 -3.0636 -2.9793
H -3.5273 -0.6766 -1.0792
H -3.3301 -1.4974 3.9849
H -1.5687 -1.4200 4.1408
H -0.1504 -0.9993 0.8013
H -1.5483 -0.8948 -2.8325
H 1.8740 -3.4934 -1.0900
C -1.9666 -1.7442 -2.2834
O 0.9704 1.7395 1.4121
F 2.4585 3.5471 -2.8508
O 1.5558 -2.5875 -1.0766
C 1.3558 3.3190 3.1645
As 2.4822 2.0470 -1.9728
O 0.4544 -0.5112 0.1657
H -1.4910 3.9048 2.0933
H -0.0523 4.5233 1.3891
H 1.9971 3.8603 2.4610
H -2.4224 0.0296 3.6835
H 0.9088 3.9662 3.9159
O -3.8433 -2.6776 -1.2556
C 1.6070 -2.0825 -2.4324
H 3.6684 -1.4500 -2.2559
H 0.8085 0.3231 0.6154
C -2.3511 -1.4971 2.1115
H -1.3421 -2.0579 -1.4487
F 1.7828 1.1793 -3.2970
H 0.9999 -2.7263 -3.0713
H 1.9941 2.5675 3.6316
H 3.0907 -1.6042 -3.9150
H -4.0075 -1.1875 -2.7227
H -0.9640 3.1469 0.6266
```

Its spin multiplicity is 1. The largest force on an atom comes out at 2.7 eV/A. The calculation puts the HOMO-LUMO gap at 0.3885 Eh. The total energy is -97186.479 eV.


Record 5
Formula: C9H29CrNO7
Source: the OMol25 dataset
Level of theory: ωB97M-V/def2-TZVPD

Structure (XYZ):
```
47
Properties=species:S:1:pos:R:3
N -1.0591 -0.8447 -0.8708
H -1.8063 1.3930 -3.3480
H 1.7177 0.2045 -1.6038
O 1.0535 -2.3161 2.1284
H -3.0015 0.9746 -0.0311
H 0.8307 -2.0626 -3.3804
C -0.0235 -1.5345 -2.9535
H 1.1667 1.9247 3.4991
C 1.5069 -0.7391 -1.1026
H -3.3755 1.5181 -1.7122
O -0.1214 -1.6764 4.4299
C 0.1905 -1.4255 -1.4308
C -1.4830 0.4602 -1.4397
H -1.1656 2.6298 -1.2204
H 1.7135 -2.2944 1.4200
C 0.2928 -2.9221 -0.9994
H -0.8655 -2.2146 -3.1064
H 0.2614 1.3319 2.2168
O 2.8876 1.0012 1.5517
O 0.1584 4.4555 1.3245
H 0.5876 0.4293 -3.4793
H -0.6428 -3.4104 -1.2689
C -2.9885 0.7149 -1.0919
H 1.5474 -0.5259 -0.0295
C -1.6070 0.3760 -3.0032
C -0.2932 -0.1929 -3.6330
H 0.5452 -1.2060 4.9525
Cr -0.6644 -1.0971 2.4595
C -0.7296 1.6849 -0.9013
O -1.1626 -0.8453 0.4811
H 1.0704 2.8421 4.7206
H -2.4567 -0.1481 -3.4404
H 1.9965 0.7765 1.8741
H 0.7413 3.6937 1.3780
H 2.7664 1.7753 0.9923
H -0.4851 -0.3791 -4.6891
H -0.1608 -2.5631 4.8130
H -3.5952 -0.1843 -1.1936
H -0.2454 4.5094 2.1966
H 0.4362 -3.0005 0.0760
H 1.1152 -3.4029 -1.5244
H 0.3089 1.6651 -1.2391
O 1.5230 2.7454 3.8766
H 1.3715 -2.9829 2.7481
H 2.3902 -1.3542 -1.2820
H -0.6401 1.7369 0.1850
O 0.3930 0.4799 2.6508
```

As for the expectation value of S²: 3.776. Its spin multiplicity is 4. The largest force on an atom comes out at 5.1 eV/A. The calculation puts the HOMO-LUMO gap (spin up / spin down) at 0.2161 / 0.2285 Eh. Its charge is +1. The total energy is -54038.111 eV.


Record 6
Formula: C9H30KO6
Source: the OMol25 dataset
Level of theory: ωB97M-V/def2-TZVPD

Structure (XYZ):
```
46
Properties=species:S:1:pos:R:3
C -3.1233 1.2214 2.2569
H 2.7570 -3.2206 -1.3661
H -3.4178 -0.8845 2.0277
C 2.5163 -3.2156 -0.3030
O 1.9013 -0.1749 -0.5778
O -1.8126 1.2244 1.8077
C 0.9871 -3.2125 -0.2434
H 2.2185 3.1719 -0.1838
H -2.2301 -2.9615 -1.1901
H -2.5566 2.0669 4.1691
O 0.3077 2.5487 -0.2042
H -1.3907 2.0431 2.0782
H -3.0423 -2.8567 0.0832
H -0.9184 0.5580 -4.1588
H 2.3514 -0.7926 -0.0015
H 2.6021 -4.9900 1.0373
H 2.1893 3.0971 -2.9036
H 1.7066 5.1556 -1.5723
H 0.5537 -4.2124 -0.2269
H 0.1685 3.0711 0.5891
H 2.6042 0.2542 -1.0656
H 0.1046 -0.4867 -3.7665
H 0.7483 -2.8640 0.7614
O -0.5484 0.1087 -3.3988
C -3.8896 0.0461 1.7123
C -3.1893 1.2855 3.7482
C 1.3628 3.1561 -0.8588
H 4.1394 -2.3496 0.4035
C 0.9347 4.6123 -1.0273
H -4.8848 0.0797 2.1557
C 3.0878 -4.5225 0.1808
C 1.5441 2.5622 -2.2067
H -3.5418 2.1409 1.8477
H -2.9332 0.2875 4.1039
H 1.9182 1.5634 -1.9820
H -4.0179 -0.0531 0.6344
O 3.2016 -2.2990 0.6025
K -0.8117 -0.1126 -0.5890
H 0.6167 2.5663 -2.7795
H 0.5130 -2.7247 -1.0951
H -4.1619 1.3807 4.2310
H 0.0653 4.6692 -1.6822
O -2.4589 -2.3548 -0.4860
H 4.1772 -4.4904 0.1911
H 2.9922 -5.2398 -0.6343
H 0.6595 5.1476 -0.1185
```

As for the expectation value of S²: 0.754. Its spin multiplicity is 2. The largest force on an atom comes out at 3.1 eV/A. The calculation puts the HOMO-LUMO gap (spin up / spin down) at 0.3471 / 0.1050 Eh. Its charge is +2. The total energy is -38412.295 eV.